## w
Computed, not measured: 2 unconnected molecules or ions with the total composition C2H8NO, with ωB97M-V/def2-TZVPD.

The geometry in XYZ format:
```
12
C2H8NO | OMol25 | ωB97M-V/def2-TZVPD
C 1.397 0.028 0.932
C 0.838 -0.058 -1.417
N 0.476 0.050 -0.214
H 2.408 0.192 0.569
H 1.327 -0.930 1.434
H 1.139 0.842 1.591
H 1.891 -0.212 -1.666
H 0.135 -0.015 -2.238
H -0.533 0.220 -0.034
H -2.465 -0.300 1.303
H -3.013 0.397 0.061
O -2.218 -0.032 0.405
```

Its total charge is +1. The calculation puts the HOMO-LUMO gap at 0.436 Eh. As for the spin multiplicity: 1.

Results of the Mulliken charge analysis, in e, for atoms 1 through 6: -0.769 -0.045 0.093 0.323 0.320 0.313



## x
Computed, not measured: 2 unconnected molecules or ions with the total composition C2H8NO, with ωB97M-V/def2-TZVPD.

The geometry in XYZ format:
```
12
C2H8NO | OMol25 | ωB97M-V/def2-TZVPD
N -0.377 1.590 -1.093
H 0.485 1.718 -1.627
H -0.200 2.072 -0.213
H -0.494 0.588 -0.894
H -1.240 1.892 -1.549
C -0.564 -1.340 0.933
C 0.618 -0.713 1.082
O 1.604 -0.873 0.157
H -1.148 -1.764 1.734
H -0.936 -1.391 -0.090
H 0.926 -0.178 1.973
H 1.325 -1.600 -0.413
```

Its total charge is +1. The calculation puts the HOMO-LUMO gap at 0.320 Eh. As for the spin multiplicity: 1.

Results of the Mulliken charge analysis, in e, for atoms 1 through 6: -0.426 0.396 0.407 0.193 0.398 -0.553



## y
Computed, not measured: 2 unconnected molecules or ions with the total composition C2H8NO, with ωB97M-V/def2-TZVPD.

The geometry in XYZ format:
```
12
C2H8NO | OMol25 | ωB97M-V/def2-TZVPD
N -1.105 -0.421 1.435
H -0.964 0.426 0.880
H -1.518 -0.264 2.349
H -0.249 -0.971 1.293
H -1.808 -0.933 0.894
C 0.091 0.944 -1.329
C 1.057 0.079 -1.085
O 1.158 -0.620 0.086
H -0.576 1.421 -0.630
H 0.030 1.333 -2.337
H 1.815 -0.093 -1.833
H 2.069 -0.901 0.277
```

Its total charge is +1. The calculation puts the HOMO-LUMO gap at 0.363 Eh. As for the spin multiplicity: 1.

Results of the Mulliken charge analysis, in e, for atoms 1 through 6: -0.392 0.198 0.389 0.388 0.399 -1.037



The most stable arrangement is w, and the next structure is 15.2 kcal/mol less stable.



## w
Computed, not measured: 2 unconnected molecules or ions with the total composition C2H8NO, with ωB97M-V/def2-TZVPD.

The geometry in XYZ format:
```
12
C2H8NO | OMol25 | ωB97M-V/def2-TZVPD
N -0.182 0.634 1.929
H -0.579 0.896 1.011
H 0.730 1.085 1.968
H -0.079 -0.385 1.937
H -0.886 0.951 2.593
C -0.840 0.219 -1.489
C 0.407 -0.039 -1.106
O 0.639 -0.914 -0.073
H -1.027 0.849 -2.345
H -1.643 -0.403 -1.109
H 1.248 0.510 -1.513
H 1.144 -1.703 -0.282
```

Its total charge is +1. The calculation puts the HOMO-LUMO gap at 0.373 Eh. As for the spin multiplicity: 1.

Results of the Mulliken charge analysis, in e, for atoms 1 through 6: -0.451 0.308 0.370 0.364 0.379 -0.652



## x
Computed, not measured: 2 unconnected molecules or ions with the total composition C2H8NO, with ωB97M-V/def2-TZVPD.

The geometry in XYZ format:
```
12
C2H8NO | OMol25 | ωB97M-V/def2-TZVPD
C -0.310 -1.715 0.554
C 0.492 -0.179 -1.175
N -0.087 -0.427 -0.087
H -1.037 -1.605 1.351
H 0.614 -2.125 0.909
H -0.693 -2.462 -0.118
H 1.137 -0.883 -1.670
H 0.504 0.846 -1.520
H -0.505 0.371 0.404
H -0.607 2.875 -0.068
H 0.500 2.947 0.958
O -0.008 2.355 0.462
```

Its total charge is +1. The calculation puts the HOMO-LUMO gap at 0.420 Eh. As for the spin multiplicity: 1.

Results of the Mulliken charge analysis, in e, for atoms 1 through 6: -0.858 -0.115 0.030 0.329 0.348 0.362



## y
Computed, not measured: 2 unconnected molecules or ions with the total composition C2H8NO, with ωB97M-V/def2-TZVPD.

The geometry in XYZ format:
```
12
C2H8NO | OMol25 | ωB97M-V/def2-TZVPD
C -0.761 0.223 -1.147
C -1.573 0.860 1.074
N -0.774 0.220 0.325
H 0.275 0.232 -1.483
H -1.243 -0.700 -1.475
H -1.317 1.072 -1.515
H -2.275 1.528 0.587
H -1.562 0.711 2.145
H -0.066 -0.385 0.747
H 3.298 -0.749 -0.310
H 3.273 -1.637 0.901
O 2.726 -1.375 0.151
```

Its total charge is +1. The calculation puts the HOMO-LUMO gap at 0.365 Eh. As for the spin multiplicity: 1.

Results of the Mulliken charge analysis, in e, for atoms 1 through 6: -0.659 -0.032 -0.015 0.267 0.333 0.289



The most stable arrangement is x, and the next structure is 1.7 kcal/mol less stable.



## w
Computed, not measured: a molecular structure, C10H18O3, with ωB97M-V/def2-TZVPD.

The geometry in XYZ format:
```
31
C10H18O3 | OMol25 | ωB97M-V/def2-TZVPD
C 0.220 -1.379 3.229
C -0.423 -1.026 1.838
C -0.154 0.307 -0.162
C -0.652 2.530 0.583
C -1.760 3.083 1.387
C 2.010 -0.022 -1.276
C 3.114 0.305 -2.367
C -0.821 -0.628 -1.062
C -1.371 -1.578 -1.643
C -1.895 -2.465 -2.520
H 0.067 -0.360 3.856
H -0.405 -2.209 3.546
H 1.380 -1.782 3.276
H -0.387 -2.287 1.388
H -1.522 -0.580 1.891
H 0.214 1.943 1.352
H 0.004 2.832 -0.383
H -2.331 3.675 0.658
H -1.597 3.881 2.267
H -1.874 2.127 2.109
H 2.479 0.027 -0.265
H 1.595 -1.155 -1.499
H 3.185 0.276 -3.750
H 3.921 -0.439 -1.962
H 3.371 1.375 -2.142
H -2.489 -3.210 -1.921
H -2.762 -2.070 -3.279
H -1.200 -3.173 -3.036
O 0.484 -0.051 1.029
O -1.266 1.275 -0.074
O 0.867 0.779 -1.069
```

The calculation puts the HOMO-LUMO gap at 0.357 Eh. As for the spin multiplicity: 1.

Results of the Mulliken charge analysis, in e, for atoms 1 through 6: -1.044 -0.142 1.176 -0.190 -0.997 -0.141



## x
Computed, not measured: 3 unconnected molecules or ions with the total composition C10H18O3, with ωB97M-V/def2-TZVPD.

The geometry in XYZ format:
```
31
C10H18O3 | OMol25 | ωB97M-V/def2-TZVPD
C -1.703 -1.736 3.228
C -0.435 -1.579 2.097
C 0.121 -0.056 2.487
C -0.664 0.915 1.505
C -1.002 0.360 0.104
C -0.090 -0.116 -0.953
C 0.804 1.066 -1.402
C 0.309 2.100 -2.373
C 1.601 -0.679 -2.839
C 2.071 0.593 -1.995
H -2.138 -2.804 2.836
H -1.463 -1.883 4.429
H -2.224 -0.648 2.900
H 0.160 -2.470 2.211
H -0.870 -2.021 1.148
H 1.564 -0.115 2.656
H -0.549 0.398 3.918
H -0.079 1.691 1.233
H -1.474 1.371 1.986
H -1.490 -0.839 0.296
H -1.910 0.955 -0.150
H 0.560 -0.847 -0.556
H -0.601 -0.820 -1.802
H 1.352 2.876 -2.235
H -0.710 2.787 -2.440
H 0.734 -1.384 -2.451
H 2.383 -1.060 -3.533
H 2.858 1.200 -2.572
O 0.592 1.457 -3.575
O 0.522 -0.021 -3.494
O 1.773 1.311 -0.665
```

The calculation puts the HOMO-LUMO gap at 0.365 Eh. As for the spin multiplicity: 1.

Results of the Mulliken charge analysis, in e, for atoms 1 through 6: -0.880 -0.639 -0.554 -1.097 -0.818 -1.056



The most stable arrangement is w, and the next structure is 175.1 kcal/mol less stable.



## w
Computed, not measured: 2 unconnected molecules or ions with the total composition C5H9BrN, with ωB97M-V/def2-TZVPD.

The geometry in XYZ format:
```
16
C5H9BrN | OMol25 | ωB97M-V/def2-TZVPD
C 1.302 0.814 0.665
C -0.665 -2.534 -0.165
C 0.402 1.949 0.174
C -1.912 -2.295 0.182
C 1.058 0.090 -0.601
N 0.028 1.066 -0.965
Br -2.565 -0.505 0.349
H 2.355 1.006 0.878
H 0.924 0.265 1.530
H 0.060 -1.743 -0.365
H -0.308 -3.544 -0.277
H -0.439 2.241 0.799
H 0.944 2.830 -0.164
H -2.668 -3.026 0.404
H -0.931 0.647 -0.834
H 0.079 1.419 -1.927
```

Its total charge is +1. The calculation puts the HOMO-LUMO gap at 0.283 Eh. As for the spin multiplicity: 1.

Results of the Mulliken charge analysis, in e, for atoms 1 through 6: 0.079 -0.400 -0.564 -0.021 -0.522 0.214



## x
Computed, not measured: a gas-phase ion, C5H9BrN (charge +1), with ωB97M-V/def2-TZVPD.

The geometry in XYZ format:
```
16
C5H9BrN | OMol25 | ωB97M-V/def2-TZVPD
C 0.906 -1.427 0.237
C 0.037 -1.072 -0.747
C 0.353 0.874 0.665
C 1.493 -0.209 0.922
C -1.837 0.636 -0.436
N -0.368 0.341 -0.609
Br 3.253 0.260 -0.190
H 1.119 -2.437 0.335
H -0.429 -1.814 -1.444
H -0.434 0.852 1.448
H 0.662 1.873 0.518
H 1.649 -0.498 1.972
H -2.074 -0.026 0.432
H -2.002 1.643 -0.351
H -2.240 0.108 -1.280
H -0.088 0.896 -1.472
```

Its total charge is +1. The calculation puts the HOMO-LUMO gap at 0.361 Eh. As for the spin multiplicity: 1.

Results of the Mulliken charge analysis, in e, for atoms 1 through 6: -0.514 -0.281 -0.512 -0.177 -1.003 -0.079



The most stable arrangement is x, and the next structure is 83.7 kcal/mol less stable.